{
  "formula": "C42H98Br3N7O7",
  "method": "ωB97M-V/def2-TZVPD",
  "elements": ["C", "C", "O", "N", "H", "H", "C", "H", "H", "H", "H", "H", "H", "C", "C", "C", "C", "C", "C", "N", "O", "C", "C", "C", "H", "H", "H", "H", "H", "H", "H", "H", "H", "H", "H", "H", "H", "H", "H", "H", "H", "H", "C", "C", "C", "C", "C", "C", "N", "O", "C", "C", "C", "H", "H", "H", "H", "H", "H", "H", "H", "H", "H", "H", "H", "H", "H", "H", "H", "H", "H", "C", "C", "C", "C", "C", "C", "N", "O", "C", "C", "C", "H", "H", "H", "H", "H", "H", "H", "H", "H", "H", "H", "H", "H", "H", "H", "H", "H", "H", "C", "C", "C", "O", "C", "N", "H", "H", "H", "H", "H", "H", "H", "H", "H", "H", "H", "H", "C", "C", "C", "O", "C", "N", "H", "H", "H", "H", "H", "H", "H", "H", "H", "H", "H", "H", "C", "C", "C", "O", "C", "N", "H", "H", "H", "H", "H", "H", "H", "H", "H", "H", "H", "H", "Br", "Br", "Br"],
  "xyz": [[-3.8641, -5.6490, 5.0413], [-3.4707, -4.6502, 3.9907], [-4.3177, -3.9676, 3.3771], [-1.9895, -4.5002, 3.7567], [-1.8352, -3.5428, 4.0392], [-1.3968, -5.0307, 4.3790], [-1.6341, -4.9090, 2.3272], [-3.6939, -6.6600, 4.6710], [-4.8729, -5.5424, 5.4400], [-3.1674, -5.4668, 5.8595], [-0.7236, -4.3735, 2.0583], [-2.3684, -4.5544, 1.6039], [-1.6055, -5.9972, 2.3822], [1.8584, -6.2320, -2.6422], [2.0964, -4.9988, -3.6244], [3.4158, -4.2895, -3.1554], [3.9855, -3.2892, -4.1276], [4.2910, -4.0397, -5.4636], [3.0268, -4.6997, -6.0670], [2.3104, -5.5418, -4.9924], [1.3669, -6.4976, -5.4581], [3.4549, -5.7375, -7.1133], [2.0980, -3.6526, -6.6993], [0.9012, -4.0355, -3.6207], [0.8752, -6.6742, -2.8033], [1.9460, -5.9294, -1.5987], [2.5953, -7.0343, -2.6054], [4.2256, -5.0108, -3.0464], [3.2877, -3.9536, -2.1263], [4.8959, -2.9412, -3.6395], [3.2644, -2.4740, -4.1871], [4.9646, -4.8593, -5.2136], [4.6770, -3.2487, -6.1065], [4.1141, -6.4944, -6.6882], [3.9649, -5.2253, -7.9292], [2.6742, -6.2650, -7.6613], [1.2101, -4.1199, -7.1252], [2.6293, -3.1336, -7.4971], [1.8580, -2.8650, -5.9850], [1.1463, -3.0847, -4.0940], [0.6366, -3.7703, -2.5971], [0.0571, -4.5219, -4.1096], [-2.4792, 0.5094, -3.4183], [-3.0605, -0.3733, -4.5267], [-1.9109, -1.1003, -5.2435], [-2.2750, -2.3390, -6.0290], [-3.0871, -3.3072, -5.1920], [-4.3827, -2.6923, -4.6351], [-4.0539, -1.3824, -3.9786], [-4.9742, -0.8651, -3.1825], [-4.8872, -3.7280, -3.5758], [-5.4950, -2.4947, -5.7080], [-3.7752, 0.5468, -5.6233], [-3.2188, 1.2284, -3.0659], [-1.7691, 1.1183, -3.9779], [-1.9860, 0.0551, -2.5590], [-1.1616, -1.4360, -4.5265], [-1.4319, -0.3990, -5.9268], [-1.3413, -2.8121, -6.3331], [-2.8220, -2.0343, -6.9212], [-2.5071, -3.7313, -4.3724], [-3.4722, -4.2040, -5.6773], [-5.9626, -3.5827, -3.4725], [-4.4573, -3.6082, -2.5814], [-4.8206, -4.8020, -3.7495], [-5.0460, -1.9993, -6.5688], [-6.3893, -2.0148, -5.3105], [-5.8670, -3.4582, -6.0565], [-4.8007, 0.8726, -5.4493], [-3.9436, -0.0721, -6.5046], [-3.0786, 1.3693, -5.7854], [0.2018, 1.8488, 6.8594], [1.5606, 1.9693, 6.1699], [1.4204, 2.7282, 4.7543], [2.8132, 3.0977, 4.0602], [3.5752, 4.1194, 5.0443], [3.8130, 3.4889, 6.4768], [2.5452, 2.7381, 7.0071], [2.6294, 2.5433, 8.4328], [4.0535, 4.7403, 7.3554], [5.0961, 2.6275, 6.3539], [2.2115, 0.6426, 5.7858], [-0.3291, 2.7793, 7.0605], [0.2609, 1.3475, 7.8254], [-0.5512, 1.3298, 6.2664], [0.7336, 3.5699, 4.8429], [0.7751, 2.1777, 4.0699], [2.5623, 3.5929, 3.1222], [3.4778, 2.3235, 3.6768], [3.0211, 5.0574, 5.0109], [4.4881, 4.4336, 4.5384], [4.6430, 4.4591, 8.2280], [3.0949, 5.1172, 7.7121], [4.6134, 5.5854, 6.9548], [5.1273, 1.9722, 5.4835], [5.2524, 2.0584, 7.2703], [5.9800, 3.2269, 6.1355], [2.1615, 0.0567, 6.7036], [3.2466, 0.6617, 5.4448], [1.6969, -0.0401, 5.1096], [-3.1130, 1.2416, 0.0107], [-3.0314, 1.0645, 1.5501], [-3.7019, 2.2140, 2.2573], [-3.9744, 2.0723, 3.6933], [-2.8798, 2.3318, 4.5054], [-3.7508, -0.2543, 1.8928], [-3.5057, -1.0505, 1.3218], [-3.6057, -0.5132, 2.8582], [-4.7464, -0.1552, 1.7545], [-2.6220, 2.1567, -0.3205], [-4.1369, 1.2658, -0.3624], [-2.5648, 0.4970, -0.5664], [-2.0252, 0.9907, 1.9627], [-4.6343, 2.4574, 1.7480], [-3.0703, 3.0955, 2.1477], [-2.0890, 1.5916, 4.3839], [-3.3164, 2.2063, 5.4962], [-2.3658, 3.2803, 4.3495], [0.3343, 8.5215, -1.2083], [1.1280, 7.9629, -0.0286], [2.4675, 8.5312, 0.3215], [3.1100, 7.8729, 1.4571], [3.5346, 6.5798, 1.4608], [0.2317, 8.0873, 1.1807], [0.7483, 7.6478, 1.9291], [-0.2118, 8.9453, 1.4760], [-0.5869, 7.5316, 0.9778], [0.9019, 8.7587, -2.1082], [-0.1511, 9.4809, -1.0292], [-0.3031, 7.7402, -1.6223], [1.3489, 6.9216, -0.2633], [2.3751, 9.5560, 0.6811], [3.1037, 8.6356, -0.5574], [2.6862, 5.8956, 1.4455], [4.2088, 6.5431, 2.3165], [4.0663, 6.4051, 0.5255], [1.5722, -1.1187, -1.1473], [1.3126, -0.3047, 0.2005], [0.7009, 1.0809, -0.0940], [0.2238, 1.6607, 1.1238], [0.0352, 3.0649, 1.1400], [0.3226, -1.1643, 1.0780], [-0.5401, -1.3653, 0.5929], [0.6580, -2.0712, 1.3698], [0.1391, -0.7600, 1.9852], [0.6812, -1.3211, -1.7416], [2.1293, -2.0523, -1.0693], [2.2391, -0.5830, -1.8229], [2.1315, -0.1379, 0.9004], [-0.1172, 0.9488, -0.8021], [1.5522, 1.6305, -0.4956], [-0.9284, 3.4767, 0.8401], [0.8611, 3.6796, 0.7821], [0.0303, 3.3750, 2.1850], [2.1383, -4.5094, 1.1004], [-1.2002, -1.2420, 4.2401], [-2.4053, -2.4502, -0.7555]],
  "forces_ev_per_angstrom": [[0.9449, 0.4313, 0.1764], [-4.6428, 1.1462, -0.9173], [4.2423, -1.9479, 1.6523], [-1.4750, -0.4790, -1.0231], [0.7173, 1.6623, -0.5318], [-0.1282, -0.5645, 0.4265], [-0.0184, 0.8338, 0.1923], [0.0105, -0.1080, 0.0160], [0.0562, 0.1664, -0.5456], [0.0478, -0.3563, 0.3274], [0.4596, -0.7539, 0.1395], [-0.3662, -0.0614, 0.4474], [0.4497, 0.2163, -0.4472], [-0.4101, 0.4011, -0.0036], [1.8730, -1.9813, 2.2902], [0.0778, -1.0031, -0.1952], [-0.5174, -0.6552, 0.3572], [-1.1764, 0.8046, 1.7451], [1.1467, -1.3718, -0.9416], [-7.5184, -2.9256, -3.2437], [6.6579, 6.0037, 3.1856], [0.1842, -0.0157, -0.8599], [-0.4501, 0.0697, 0.5241], [-0.1362, 0.0521, -0.3355], [0.0600, 0.0594, -0.0116], [-0.4488, 0.8341, 0.0174], [0.2937, 0.1139, -1.0945], [-0.2860, -0.6552, 0.0782], [-0.4381, 0.3107, -0.0644], [0.1043, 0.3361, -0.4906], [0.3054, 0.3803, -0.5980], [0.5261, 0.3791, -0.3618], [0.2335, -0.7749, -0.6158], [0.0885, 0.1423, 0.0154], [0.4157, 0.1707, 0.2809], [-0.4532, 0.1377, 0.5489], [-0.0497, 0.0957, 0.1283], [0.2788, -0.4108, -0.0625], [-0.2799, -0.1598, -0.0430], [-0.0529, -0.1681, -0.2494], [0.1209, -0.4999, 0.2120], [-0.1055, 0.1791, 0.0366], [-0.5168, 0.9027, -0.4172], [0.4528, -0.0609, -0.1056], [0.2737, -0.5100, 0.3233], [-0.3799, -0.2782, -0.3857], [-0.4964, 0.1661, -0.0064], [0.5603, -2.4463, 1.0266], [-6.2649, 3.8481, 2.8871], [5.3973, -3.1986, -3.9974], [-1.4115, 0.8835, 0.9760], [0.5167, 0.2921, -0.0124], [-0.4033, -1.4579, 0.3520], [-0.1672, -0.1581, 0.1290], [0.3156, 0.0144, 0.2066], [-0.1502, -0.5909, -0.3770], [0.0448, 0.3447, 0.3923], [-0.0051, 0.1970, 0.1947], [-0.0823, -0.0051, -0.2659], [0.0267, -0.2746, -0.2113], [0.1462, 0.3710, 0.2938], [0.3274, 0.1425, -0.6606], [-0.0683, 0.1456, 0.2626], [0.2550, 0.4205, -0.0961], [0.6242, 0.2323, -1.0555], [-0.4845, 0.2496, -0.0239], [0.3101, 0.4437, 0.0260], [0.4815, -0.2719, 0.2191], [0.2501, 0.3268, 0.9118], [0.6601, 0.2086, -0.3130], [-0.2631, -0.0931, -0.2187], [-0.3791, -0.0596, 0.6584], [-1.1060, 1.4054, -2.5137], [0.9830, 0.0425, -0.0311], [-0.9050, 1.5170, 1.3833], [-1.6342, -1.8667, -1.7504], [0.4538, 2.7397, -2.1357], [2.8196, -1.7043, 7.9424], [-1.2330, 1.2431, -9.7082], [-0.1292, -0.7961, 1.7885], [-0.3361, -0.8876, 0.3094], [0.6899, -1.7194, 1.7575], [0.6629, 0.5455, -0.0326], [0.1844, -0.1706, -0.1120], [0.5883, -0.5430, -0.3873], [0.6996, 0.8772, 0.5014], [0.4216, -1.1670, 0.2594], [-0.1214, 0.4899, 0.0693], [-0.3014, -0.6299, 0.7730], [-0.4667, -0.1360, 0.7647], [0.5457, -0.5063, 0.6389], [-0.2265, -0.0770, 0.2269], [0.0473, 0.1263, 0.0106], [-0.1235, -0.4562, -0.8999], [-0.6561, -0.3384, 0.1504], [0.1616, -0.0346, -0.0835], [-0.3247, 0.6939, 0.5801], [0.5597, -0.1793, 0.2289], [-0.0835, 0.4457, 0.1921], [-0.7875, 0.9211, -0.4299], [0.7791, 0.1983, 0.2273], [-0.2350, -0.9679, -0.5027], [-0.7410, 0.6770, 1.5205], [-0.3738, -0.1814, -3.1075], [0.5839, -0.8224, 0.8247], [-0.1359, 1.1796, 0.0458], [0.8723, -0.5749, -0.7840], [0.3713, -0.1246, 0.7876], [-0.5835, 0.2678, 0.0479], [-0.1954, 0.4040, 0.3842], [-0.0968, -0.0257, 0.2047], [-0.2268, -0.5332, 0.5045], [0.1052, -0.4952, -0.4012], [-0.3099, -0.0995, 0.3267], [0.2174, 0.0858, -0.2202], [0.0538, -0.4568, 0.0204], [0.5546, 0.4332, 0.2324], [-0.5409, 0.6244, -0.0087], [0.5863, 0.1945, -0.9560], [0.1062, 0.8808, -1.2305], [1.1580, 0.7307, 1.1412], [-2.0615, 3.3132, -0.3156], [0.5628, -0.6460, -1.4605], [-0.2527, -2.0018, -0.3043], [0.0874, 0.1348, 0.8962], [0.7804, 1.1979, -0.1769], [-0.3834, -0.6653, 0.0729], [0.8123, -0.1063, 0.2921], [-0.3998, -0.2589, 0.3858], [-0.6544, 0.2374, 0.4727], [-0.7122, -0.4056, 0.6306], [-0.1039, 0.0965, 0.0462], [0.1570, -0.6122, -0.1041], [-0.0143, -0.6045, 0.5927], [-0.1919, -0.7310, -0.0654], [0.5231, -0.4680, 0.0392], [0.8451, 0.7860, 0.4568], [-1.3724, -1.7219, -0.0623], [0.0434, -0.9818, 0.6207], [0.1529, 0.3537, -0.4318], [0.2018, 0.5174, 1.5038], [1.0560, 1.1850, -0.6675], [-0.9457, -0.0881, -0.5403], [1.2242, -1.2432, -0.5068], [-0.5518, 0.7999, 0.5317], [-0.4132, 0.1382, 0.5176], [-0.3618, -0.1927, 0.9756], [-0.0414, 0.7118, 0.1514], [0.4478, -0.3967, -0.5479], [-0.0201, 0.3329, -0.2627], [-0.2552, 0.4034, -0.2927], [-0.1467, -0.5525, -0.9766], [0.1772, -0.4038, -0.8577], [0.0447, -0.4346, 0.4694], [-0.5061, 0.6842, -0.2186], [-0.0911, 0.0816, -0.4368], [0.1206, 0.4923, 0.1495]],
  "lowdin_charge": [0.03, -0.36, 0.10, 0.07, -0.04, 0.17, 0.02, 0.11, 0.11, 0.10, 0.02, 0.05, 0.11, 0.00, -0.41, -0.14, -0.17, -0.08, -0.44, 0.15, 0.17, -0.02, 0.01, 0.01, 0.09, 0.03, 0.10, 0.13, 0.10, 0.13, 0.10, 0.13, 0.14, 0.10, 0.11, 0.09, 0.10, 0.11, 0.07, 0.06, 0.09, 0.09, -0.04, -0.41, -0.14, -0.16, -0.13, -0.42, 0.11, 0.16, -0.02, 0.03, 0.04, 0.09, 0.10, 0.03, 0.12, 0.14, 0.11, 0.12, 0.12, 0.14, 0.09, 0.03, 0.11, 0.08, 0.11, 0.11, 0.10, 0.08, 0.10, -0.01, -0.42, -0.10, -0.13, -0.12, -0.40, 0.17, 0.18, -0.03, 0.00, 0.00, 0.10, 0.10, 0.06, 0.11, 0.10, 0.08, 0.11, 0.11, 0.12, 0.10, 0.10, 0.11, 0.08, 0.11, 0.11, 0.11, 0.09, 0.08, -0.05, -0.29, -0.15, -0.16, -0.14, 0.24, 0.04, 0.08, 0.17, 0.08, 0.10, 0.00, 0.10, 0.14, 0.12, 0.01, 0.11, 0.08, -0.02, -0.32, -0.13, -0.19, -0.12, 0.25, 0.16, 0.19, 0.16, 0.10, 0.10, 0.09, 0.15, 0.15, 0.15, 0.06, 0.11, 0.10, -0.04, -0.20, -0.16, -0.19, -0.11, 0.19, -0.02, 0.03, 0.01, 0.05, 0.04, 0.08, 0.15, 0.12, 0.14, 0.08, 0.08, 0.07, -0.50, -0.12, -0.19],
  "total_charge": 4,
  "orbital_gap_ev": 2.6,
  "e_lumo_ev": -11.3,
  "total_energy_ev": -279987.9229
}